[1]
C2H6N4 | ωB97M-V/def2-TZVPD

- electronic energy (Ha) = -298.61232
- energy relative to the best compared isomer or geometry (same formula, charge and spin) (kJ/mol) = 621.14
- strongest force on any atom (eV/A) = 1.2
- HOMO-LUMO gap (alpha / beta) (eV) = 7.97 / 7.98
- highest occupied orbital energy (alpha / beta) (eV) = -7.9 / -7.9

Structure (ORCA input):
```
! RIJCOSX wB97M-V def2-TZVPD def2/J DEFGRID3
* xyz 0 1
C 0.854 1.043 0.484
N -0.621 -0.856 -0.494
C -1.256 0.308 0.021
N 0.672 -0.781 -0.474
N 1.398 -1.768 -0.665
N -2.521 0.283 0.073
H -1.078 -1.724 -0.760
H 2.358 -1.477 -0.448
H -2.888 1.154 0.454
H 1.907 0.762 0.478
H 0.654 1.878 -0.171
H 0.522 1.176 1.503
*
```

***

[2]
C39H112O17 | ωB97M-V/def2-TZVPD

- electronic energy (Ha) = -2831.98923
- energy relative to the best compared isomer or geometry (same formula, charge and spin) (kJ/mol) = 385.39
- strongest force on any atom (eV/A) = 2.7
- HOMO-LUMO gap (eV) = 10.04
- highest occupied orbital energy (eV) = -10.0

Structure (ORCA input):
```
! RIJCOSX wB97M-V def2-TZVPD def2/J DEFGRID3
* xyz 0 1
O 0.646 3.019 -6.580
H 0.654 2.179 -7.038
H 1.308 3.544 -7.031
O -4.045 0.402 -5.900
H -4.859 -0.004 -5.602
H -3.763 0.942 -5.162
O -1.153 -4.109 -6.795
H -1.741 -3.461 -6.405
H -0.866 -4.646 -6.057
O -5.289 -0.007 2.879
H -4.729 0.130 2.115
H -4.814 0.405 3.601
C 1.421 -0.400 6.373
C 2.101 -0.173 7.787
C 3.554 0.162 7.698
O 1.398 0.856 8.450
H 1.793 0.273 5.601
H 0.333 -0.327 6.367
H 1.640 -1.395 5.984
H 1.953 -1.079 8.373
H 3.657 1.132 7.210
H 4.019 -0.645 7.133
H 4.022 0.178 8.682
H 1.394 1.628 7.879
C -5.391 -5.747 6.113
C -4.100 -4.975 6.465
C -3.024 -5.802 7.128
O -3.549 -4.548 5.277
H -6.151 -5.123 5.642
H -5.912 -6.045 7.022
H -5.248 -6.648 5.517
H -4.361 -4.077 7.026
H -3.189 -5.993 8.189
H -2.051 -5.312 7.117
H -2.837 -6.807 6.750
H -4.248 -4.036 4.862
C -4.807 5.703 -2.846
C -3.723 5.581 -3.882
C -2.772 6.769 -3.807
O -2.928 4.452 -3.628
H -4.465 5.697 -1.811
H -5.424 4.807 -2.915
H -5.406 6.611 -2.902
H -4.146 5.528 -4.885
H -2.022 6.704 -3.019
H -3.285 7.711 -3.610
H -2.273 6.988 -4.751
H -2.073 4.449 -4.065
C -0.721 -0.777 -1.739
C -1.058 -0.153 -0.371
C -0.139 0.999 0.032
O -2.288 0.454 -0.453
H -1.571 -1.297 -2.179
H 0.121 -1.468 -1.698
H -0.358 -0.167 -2.565
H -1.062 -0.932 0.391
H -0.119 1.748 -0.760
H 0.884 0.659 0.193
H -0.441 1.498 0.953
H -2.235 1.140 -1.122
C 4.020 -4.790 2.497
C 3.370 -4.193 1.189
C 4.554 -3.737 0.255
O 2.657 -5.214 0.520
H 3.215 -5.225 3.089
H 4.605 -4.015 2.992
H 4.690 -5.608 2.231
H 2.707 -3.360 1.424
H 4.986 -2.801 0.608
H 4.332 -3.551 -0.795
H 5.304 -4.526 0.313
H 1.931 -5.531 1.062
C 0.479 10.273 2.660
C -0.364 9.070 2.802
C 0.233 7.881 1.962
O -0.488 8.699 4.176
H 1.492 10.059 3.000
H 0.088 11.167 3.146
H 0.486 10.550 1.606
H -1.340 9.291 2.370
H 0.199 8.183 0.915
H -0.322 6.952 2.093
H 1.302 7.749 2.131
H -0.981 9.332 4.702
C 5.263 -0.250 -6.855
C 4.484 -1.139 -7.848
C 4.165 -2.547 -7.383
O 3.262 -0.511 -8.239
H 5.411 0.780 -7.179
H 6.199 -0.749 -6.603
H 4.608 -0.163 -5.989
H 5.122 -1.392 -8.695
H 3.516 -2.506 -6.508
H 5.009 -3.188 -7.131
H 3.616 -3.080 -8.160
H 2.605 -1.144 -8.538
C -2.899 -6.763 0.032
C -2.551 -7.908 0.945
C -2.176 -9.178 0.189
O -1.464 -7.528 1.725
H -3.764 -7.047 -0.567
H -2.074 -6.472 -0.619
H -3.010 -5.881 0.662
H -3.390 -7.999 1.635
H -2.993 -9.496 -0.459
H -2.004 -10.004 0.880
H -1.242 -9.081 -0.366
H -1.799 -6.947 2.411
C 5.414 8.032 -1.454
C 5.605 7.571 -2.897
C 5.198 6.109 -3.049
O 4.729 8.408 -3.736
H 6.094 8.827 -1.150
H 5.469 7.192 -0.761
H 4.444 8.512 -1.319
H 6.599 7.865 -3.236
H 4.897 5.799 -4.050
H 4.448 5.868 -2.296
H 5.964 5.404 -2.728
H 5.000 9.310 -3.549
C -4.824 4.500 5.290
C -3.780 3.805 6.187
C -3.526 4.536 7.497
O -4.136 2.526 6.622
H -4.545 5.527 5.054
H -5.806 4.541 5.760
H -5.034 3.996 4.346
H -2.907 3.705 5.542
H -4.416 4.665 8.113
H -3.414 5.605 7.317
H -2.684 4.166 8.083
H -3.534 2.288 7.331
C -8.293 -1.414 -2.473
C -8.698 -2.374 -3.607
C -9.708 -1.844 -4.603
O -7.543 -2.731 -4.327
H -7.386 -1.824 -2.029
H -9.047 -1.160 -1.727
H -7.899 -0.505 -2.927
H -9.110 -3.260 -3.122
H -9.269 -0.905 -4.940
H -10.561 -1.582 -3.978
H -9.940 -2.430 -5.492
H -7.596 -3.638 -4.637
C 5.912 2.805 2.392
C 7.268 2.212 2.634
C 8.300 2.592 1.533
O 7.728 2.612 3.892
H 5.614 2.500 1.389
H 5.948 3.892 2.461
H 5.098 2.545 3.068
H 7.189 1.127 2.699
H 7.967 2.279 0.543
H 9.220 2.036 1.717
H 8.435 3.673 1.567
H 8.595 2.209 3.971
C 2.497 -8.390 -6.424
C 2.540 -8.269 -4.844
C 3.925 -8.286 -4.231
O 1.881 -7.101 -4.473
H 2.868 -9.371 -6.721
H 3.205 -7.719 -6.910
H 1.526 -8.135 -6.848
H 2.029 -9.084 -4.330
H 3.816 -8.270 -3.147
H 4.463 -7.379 -4.507
H 4.444 -9.212 -4.479
H 2.012 -7.015 -3.526
*
```

***

[3]
C7H16NO5P | ωB97M-V/def2-TZVPD

- electronic energy (Ha) = -1048.48340
- energy relative to the best compared isomer or geometry (same formula, charge and spin) (kJ/mol) = 603.90
- strongest force on any atom (eV/A) = 6.9
- HOMO-LUMO gap (eV) = 9.95
- highest occupied orbital energy (eV) = -10.3

Structure (ORCA input):
```
! RIJCOSX wB97M-V def2-TZVPD def2/J DEFGRID3
* xyz 0 1
C -1.374 0.103 -1.837
C -0.051 2.220 -1.848
C 2.672 -0.959 1.912
C -0.979 -3.210 0.081
C -1.088 1.191 1.214
C -0.075 0.750 -1.532
C 0.322 0.561 -0.152
N -0.513 2.348 1.733
O 0.557 2.337 2.347
O -1.042 3.392 1.468
O 1.501 -1.860 -0.638
O 1.316 -1.241 1.842
O -0.722 -1.938 0.590
P 0.686 -1.203 0.368
H -2.269 0.736 -1.481
H -1.761 -0.159 -2.815
H -1.632 -0.862 -1.246
H 0.753 2.807 -1.740
H -0.790 2.830 -1.320
H -0.185 2.375 -2.967
H 3.090 -1.479 0.992
H 3.081 -1.488 2.871
H 2.780 0.127 1.974
H -0.213 -3.434 -0.822
H -1.873 -3.100 -0.391
H -0.996 -4.001 0.724
H -1.079 0.283 1.912
H -1.910 1.309 0.636
H 0.715 0.300 -2.029
H 1.077 1.266 0.157
*
```

***

[4]
C15H26N6OsS | ωB97M-V/def2-TZVPD

- electronic energy (Ha) = -1402.91283
- energy relative to the best compared isomer or geometry (same formula, charge and spin) (kJ/mol) = 88.55
- strongest force on any atom (eV/A) = 2.8
- HOMO-LUMO gap (alpha / beta) (eV) = 8.42 / 4.80
- highest occupied orbital energy (alpha / beta) (eV) = -21.2 / -21.8

Structure (ORCA input):
```
! RIJCOSX wB97M-V def2-TZVPD def2/J DEFGRID3
* xyz 4 5
Os 0.230 0.333 -0.515
C -0.356 2.272 -2.776
C -1.055 1.015 -2.983
N -1.424 0.379 -1.711
C -2.029 -1.029 -1.916
C -0.894 -1.992 -1.955
C -0.891 -3.180 -2.627
C 0.296 -3.899 -2.708
C 1.450 -3.357 -2.207
C 1.382 -2.240 -1.410
C 2.535 -1.568 -0.743
N 2.258 -0.073 -0.672
C 2.684 0.672 -1.947
C 2.124 2.148 -1.996
N 0.669 2.115 -1.686
N 0.219 -1.567 -1.247
H -1.077 2.982 -2.456
H 0.116 2.603 -3.696
H -0.595 0.291 -3.629
H -1.998 1.265 -3.469
H -2.195 0.970 -1.402
H -2.744 -0.999 -2.784
H -2.610 -1.253 -1.005
H -1.840 -3.404 -3.160
H 0.267 -4.839 -3.314
H 2.442 -3.801 -2.370
H 3.495 -1.923 -1.158
H 2.423 -1.787 0.324
H 2.732 0.325 0.122
H 2.235 0.175 -2.771
H 3.746 0.540 -1.998
H 2.292 2.597 -2.998
H 2.527 2.787 -1.277
H 0.546 2.998 -1.119
S -0.822 1.602 1.331
C -0.877 1.034 2.923
N -0.969 2.022 3.888
C -1.009 1.804 5.292
C -1.659 0.474 5.647
C -1.092 -0.760 4.825
N -0.837 -0.227 3.412
H -1.013 2.990 3.483
H -1.540 2.544 5.859
H 0.041 1.787 5.700
H -2.733 0.553 5.428
H -1.568 0.333 6.735
H -1.799 -1.567 4.728
H -0.184 -1.295 5.404
H -0.897 -0.849 2.603
*
```